No. 1
16
Properties=species:S:1:pos:R:3 method="wB97M-V/def2-TZVPD" orbital_gap_ev="7.1 / 6.5" s_squared=2.025 e_lumo_ha="0.003 / -0.091" spin_multiplicity=3
C 1.4662 1.7203 0.1359
C 1.7531 0.3327 0.6710
N 0.4217 1.9770 -0.5287
N -1.5530 1.0906 0.6879
N -0.3411 -1.6314 -1.3573
N -2.1540 -1.3948 1.2369
P -1.0979 -0.6526 -2.2706
P -1.1217 1.3472 -0.7793
P -2.3939 0.0958 1.6794
P -1.8788 -2.4079 -0.0176
H 2.0869 2.4896 0.3807
H 2.7513 0.2940 1.3143
H 1.8522 -0.5365 -0.1396
H 0.8539 0.0954 1.2751
H 0.1084 0.1241 -2.9768
H -0.7533 -2.9435 0.6887

***

No. 2
9
Properties=species:S:1:pos:R:3 method="wB97M-V/def2-TZVPD" orbital_gap_ev="8.0 / 8.0" e_lumo_ha="-0.064 / -0.064"
C 0.5561 1.2473 3.8915
C -0.1318 0.1711 0.0880
C -0.0101 1.6146 0.5899
N 0.4081 1.3483 2.7121
Br -1.7651 2.3221 0.8283
Br 1.1196 2.9174 -0.0347
H 0.0191 0.1139 -1.0110
H -0.9556 -0.3969 0.5499
H 0.7750 -0.3470 0.3012

***

No. 3
36
Properties=species:S:1:pos:R:3 method="wB97M-V/def2-TZVPD" orbital_gap_ev=9.7 smiles="CC(C)C[C@@H]1CCC(=O)O1.Fc1ccccc1" e_lumo_ha=0.027
C 1.9820 -0.6538 2.0617
C 2.6605 0.6156 2.6164
C 3.8305 1.0038 1.6529
C 1.7021 1.8318 2.8310
C 0.2823 1.6910 2.2781
C -0.7294 0.9504 3.2024
C -1.6660 0.3465 2.1295
C -1.1091 0.7983 0.7690
O -1.6563 0.6457 -0.2242
O 0.0906 1.4143 0.8915
H 1.7731 -0.5280 0.9982
H 2.7248 -1.4582 2.1132
H 1.1052 -0.9879 2.6184
H 3.0900 0.3554 3.5872
H 3.7947 0.3600 0.7702
H 4.7723 0.8465 2.1791
H 3.7383 2.0256 1.2860
H 1.5776 1.9700 3.9108
H 2.1324 2.7693 2.4750
H -0.0872 2.7314 2.3640
H -0.0874 0.2665 3.7617
H -1.1754 1.6452 3.9088
H -1.4751 -0.7302 2.2028
H -2.7274 0.5132 2.2711
F -3.1842 -3.9026 -3.7971
C -2.6143 -2.7175 -4.0927
C -2.1508 -2.4954 -5.3744
C -1.5685 -1.2729 -5.6778
C -1.4490 -0.2967 -4.6972
C -1.9166 -0.5390 -3.4118
C -2.5085 -1.7561 -3.1071
H -2.2466 -3.2722 -6.1221
H -1.2074 -1.0824 -6.6803
H -0.9904 0.6547 -4.9355
H -1.8205 0.2182 -2.6452
H -2.8864 -1.9606 -2.1136

***

No. 4
12
Properties=species:S:1:pos:R:3 method="wB97M-V/def2-TZVPD" orbital_gap_ev=8.7 e_lumo_ha=-0.025
C -3.1455 0.2768 0.0185
C 0.3295 -0.0279 0.2409
C 1.5222 0.7761 -0.3022
C 0.9731 -1.3057 0.6612
N -4.1270 -0.1268 -0.4788
H -2.1860 0.5131 0.3685
H 2.3897 0.1717 -0.5283
H 2.0932 1.4360 0.4368
H 1.2959 1.4175 -1.1602
H 1.7333 -1.6660 -0.1749
H 0.3493 -2.1291 0.9819
H 1.6262 -1.0504 1.5517

***

No. 5
10
Properties=species:S:1:pos:R:3 method="wB97M-V/def2-TZVPD" orbital_gap_ev=10.9 e_lumo_ha=0.028
C -0.5522 -0.6658 -0.0337
C 0.7347 0.8493 -0.7123
H -1.9146 -1.6794 0.7848
H 0.0188 0.0397 1.6788
H 0.3179 1.8489 -0.5131
H 1.4424 1.0532 -1.4476
N -1.6187 -1.3258 -0.0960
N 0.4379 -0.5378 1.0194
O 1.3255 0.4336 0.4780
O -0.1917 -0.0158 -1.1584

***

No. 6
13
Properties=species:S:1:pos:R:3 method="wB97M-V/def2-TZVPD" orbital_gap_ev=8.6 e_lumo_ha=-0.001
C -0.7315 -1.4251 0.4453
C -0.9853 -0.0219 0.0353
C 1.4933 0.4423 0.0108
H -1.5221 -1.7616 1.1845
H -0.6190 -2.0523 -0.4642
H 0.1074 -1.4031 1.1430
H -0.5446 2.8316 -1.1500
H 2.1061 1.1262 0.5711
H 1.2526 -1.0933 -1.0480
N 0.0848 0.8789 0.0869
N 1.9813 -0.5452 -0.6094
S -2.4787 0.4434 -0.3313
S -0.1443 2.5802 0.1261

***

No. 7
22
Properties=species:S:1:pos:R:3 method="wB97M-V/def2-TZVPD" orbital_gap_ev=10.6 smiles=CCNC.O.O.O e_lumo_ha=0.027
C -1.2725 0.8270 0.7142
C -1.6547 0.2917 -0.6593
N -0.8010 -0.7912 -1.1550
C -1.3494 -1.4166 -2.3585
H -1.9828 1.5604 1.0654
H -0.3012 1.3290 0.6361
H -1.0873 0.0657 1.4720
H -1.5926 1.1280 -1.3580
H -2.7301 0.0263 -0.6461
H -0.8399 -1.4684 -0.4008
H -0.9264 -2.4118 -2.4829
H -2.4366 -1.5449 -2.2811
H -1.1208 -0.8245 -3.2493
H 2.2552 0.1426 0.4695
H 2.6480 1.2958 1.3124
O 2.4253 0.3627 1.4043
H 1.9111 -0.3792 4.7947
H 2.0841 0.0469 3.3209
O 2.1203 0.3693 4.2334
H 2.0644 0.9741 -1.9954
H 0.8085 0.1330 -1.4539
O 1.7784 0.2840 -1.3827

***

No. 8
16
Properties=species:S:1:pos:R:3 method="wB97M-V/def2-TZVPD" charge=+1 orbital_gap_ev=9.3 e_lumo_ha=-0.151
C 1.5340 0.8153 -0.0072
C 0.2277 1.1219 0.2535
C 1.9989 -0.5064 -0.1290
C -0.1941 -1.3367 0.1070
C -1.9042 0.3946 -0.3563
N -0.7721 -0.0194 0.5224
H 2.3598 1.5338 -0.1758
H -0.1470 2.1638 0.2966
H 2.0204 -1.0857 -1.0693
H 2.5926 -0.9749 0.6545
H -0.3171 -1.9106 -0.8057
H 0.0787 -2.0637 0.8718
H -2.2231 1.4874 -0.0177
H -1.5739 0.5911 -1.3792
H -2.8384 -0.2041 -0.3063
H -0.8423 -0.0064 1.5407

***

What did the fifth record say?
10
Properties=species:S:1:pos:R:3 method="wB97M-V/def2-TZVPD" orbital_gap_ev=10.9 e_lumo_ha=0.028
C -0.5522 -0.6658 -0.0337
C 0.7347 0.8493 -0.7123
H -1.9146 -1.6794 0.7848
H 0.0188 0.0397 1.6788
H 0.3179 1.8489 -0.5131
H 1.4424 1.0532 -1.4476
N -1.6187 -1.3258 -0.0960
N 0.4379 -0.5378 1.0194
O 1.3255 0.4336 0.4780
O -0.1917 -0.0158 -1.1584